The following is a DFT calculation (the ωB97M-V functional and the def2-TZVPD basis) of a 2-piece molecular cluster, C5H14N2S overall at a distorted geometry.

Values from the calculation:
E_HOMO = -0.259 Ha
frontier orbital gap = 3.719 eV
energy above the lowest of the compared OMol25 structures with the same formula, charge and spin = 509.9 kJ/mol
charge = 0
2S+1 = 1

CARTESIAN COORDINATES (ANGSTROEM)
C: -1.205723 -0.697622 -0.934963
N: -0.507746 0.550447 -0.550340
C: 1.059710 0.261694 -0.293083
C: 1.645530 0.199514 -1.563095
S: -0.858796 -1.564765 2.105974
C: 1.541400 1.380019 0.682937
N: 1.104804 1.126834 2.017483
C: -2.651777 -0.704492 -0.453117
H: -0.684777 -1.524928 -0.442014
H: -1.184049 -0.842073 -2.017820
H: -0.372915 1.053424 -1.430028
H: 1.026495 -0.696257 0.232883
H: 1.926038 1.111906 -2.078349
H: 2.013753 -0.718885 -1.992942
H: 0.461711 -1.758374 2.251239
H: 1.137953 2.324213 0.318232
H: 2.628916 1.455240 0.657473
H: 0.198847 0.662668 2.001398
H: 1.743453 0.501541 2.497392
H: -3.047398 -1.714930 -0.474262
H: -2.694970 -0.313345 0.561994
H: -3.280458 -0.091829 -1.096991

Forces on atoms 1 to 3 (eV/Å):
-0.4 -0.2 0.1
1.9 -0.9 -1.2
-0.8 -0.1 1.4

For each atom in turn, the Mulliken charge in e is: C -0.27; N -0.28; C 0.48; C -0.66; S -0.51; C -0.90; N -0.53; C -1.42; H 0.33; H 0.39; H 0.31; H 0.13; H 0.31; H 0.29; H 0.03; H 0.30; H 0.41; H 0.22; H 0.30; H 0.35; H 0.33; H 0.40

The following is a DFT calculation (the ωB97M-V functional and the def2-TZVPD basis) of C39H60BN5O8P2SbSe4Sn as an isolated structure at a distorted geometry.

Values from the calculation:
E_HOMO = -0.264 Ha
frontier orbital gap = 3.415 eV
charge = +1
2S+1 = 1

CARTESIAN COORDINATES (ANGSTROEM)
Sn: 0.052644 0.317892 -0.508903
C: -2.622856 2.144792 -7.121903
C: -2.238556 2.097192 -5.683903
C: -3.050156 2.639092 -4.692703
C: -2.693756 2.545892 -3.368403
C: -1.493956 1.950792 -2.978503
N: -1.123456 1.947392 -1.645403
C: -1.931756 1.867492 -0.626103
C: -3.207356 1.190492 -0.622903
C: -4.116456 1.450292 0.484097
C: -3.644856 1.896292 1.670297
C: -4.525456 2.078892 2.865297
C: -2.280956 2.291992 1.725797
C: -1.477956 2.290292 0.638297
N: -0.201456 2.805692 0.656697
C: 0.257944 4.004392 1.016697
C: 1.604544 4.006892 0.714997
C: 1.864644 2.751592 0.176697
N: 0.751044 2.082792 0.155297
C: -0.604156 1.535392 -3.982303
C: -1.014756 1.563392 -5.311003
N: 0.711744 1.129992 -3.705703
C: 1.550044 0.453192 -4.525703
C: 2.752244 0.321292 -3.866103
C: 2.550244 0.968492 -2.648603
N: 1.319044 1.446792 -2.546503
H: -3.668156 2.414592 -7.235403
H: -2.439956 1.177592 -7.584403
H: -2.026056 2.892192 -7.644003
H: -3.963856 3.147292 -4.955803
H: -3.312256 2.994892 -2.603103
H: -3.668656 1.154692 -1.609303
H: -5.149156 1.166692 0.349397
H: -4.914856 3.099192 2.888297
H: -3.985556 1.899992 3.793097
H: -5.366356 1.390992 2.814497
H: -1.872856 2.657792 2.661697
H: -0.393956 4.749792 1.428197
H: 2.311644 4.802092 0.832197
H: 2.764044 2.303492 -0.178503
H: -0.369356 1.187792 -6.088303
H: 1.272044 0.078692 -5.502403
H: 3.637144 -0.176008 -4.219903
H: 3.231844 1.078392 -1.831403
C: 6.055644 -0.916108 1.118297
C: 5.200544 0.172792 1.734997
C: 5.270044 1.460092 0.933497
O: 3.824044 -0.237008 1.927697
P: 2.761444 -0.869608 0.985897
O: 2.189744 0.090492 0.015497
C: 1.493844 -1.296308 2.184697
P: 0.308044 0.031192 2.409697
O: -0.757056 0.049992 1.396997
O: 0.977944 1.435792 2.600397
C: 1.415544 1.878292 3.900297
C: 2.891444 1.604992 4.090097
C: 1.086744 3.356392 4.040697
O: -0.265556 -0.445308 3.791697
C: -1.482456 0.017292 4.407597
C: -1.310556 -0.083808 5.914997
C: -2.645756 -0.823408 3.910297
O: 3.339644 -2.150308 0.305797
C: 3.363744 -2.629508 -1.109803
C: 2.659744 -3.984608 -1.197703
C: 4.772144 -2.698108 -1.678303
H: 7.102744 -0.685408 1.296097
H: 5.890444 -0.969908 0.046597
H: 5.831844 -1.884408 1.557397
H: 5.527944 0.360992 2.764497
H: 4.855844 1.301092 -0.062203
H: 6.306044 1.772592 0.832097
H: 4.718744 2.258892 1.425597
H: 1.949244 -1.491508 3.150797
H: 0.938144 -2.181308 1.869997
H: 0.850544 1.303592 4.639197
H: 3.467744 2.044792 3.279097
H: 3.086344 0.535192 4.123897
H: 3.218544 2.044192 5.027997
H: 1.673244 3.954492 3.343697
H: 1.326544 3.672492 5.052997
H: 0.025244 3.544192 3.870897
H: -1.635556 1.067792 4.118297
H: -1.153356 -1.120708 6.202497
H: -2.211356 0.279892 6.401597
H: -0.465056 0.508092 6.261597
H: -2.469356 -1.874308 4.142897
H: -2.763456 -0.713608 2.832297
H: -3.569556 -0.506208 4.387797
H: 2.825544 -1.856508 -1.680203
H: 3.069044 -4.684508 -0.473303
H: 2.808944 -4.396508 -2.235703
H: 1.579644 -3.860508 -1.010203
H: 5.408344 -3.357808 -1.093603
H: 5.232644 -1.712108 -1.734603
H: 4.691144 -3.089108 -2.703603
Se: 2.657744 -3.236008 -4.944903
Sb: 0.673744 -2.782508 -3.623203
Se: 1.133744 -4.754308 -5.128403
Se: -0.834656 -2.098908 -5.446803
Se: 0.328644 -1.230408 -1.914703
C: -2.213656 -3.545108 -1.865803
C: -2.987156 -2.457208 -1.146903
C: -4.440856 -2.456608 -1.617603
O: -2.479856 -1.099708 -1.467103
B: -2.758056 -0.344708 -0.375703
O: -2.968256 -1.054808 0.743897
C: -2.844656 -2.470708 0.407597
C: -3.930156 -3.264308 1.117397
C: -1.467756 -2.939208 0.873897
H: -2.398656 -3.497408 -2.945303
H: -2.549056 -4.513108 -1.504003
H: -1.136856 -3.437208 -1.680803
H: -4.454256 -2.246308 -2.685603
H: -5.010756 -1.686008 -1.096303
H: -4.901656 -3.424508 -1.446003
H: -4.906956 -2.831608 0.921697
H: -3.760556 -3.254108 2.192297
H: -3.909156 -4.292108 0.760797
H: -0.686356 -2.449908 0.273897
H: -1.369956 -4.017508 0.782897
H: -1.322256 -2.641608 1.912697

Forces on atoms 1 to 3 (eV/Å):
0.7 4.0 1.2
0.0 0.0 -0.1
0.2 0.0 0.3

Atom charges from the Mulliken analysis, given in e for atoms 1 to 99: Sn 1.42; C -1.63; C 0.43; C -1.43; C -0.76; C 0.61; N 0.23; C -0.70; C 0.62; C -1.27; C 0.56; C -1.68; C -0.58; C 0.22; N 1.08; C -0.13; C -2.33; C -0.19; N 0.89; C 0.75; C -0.81; N 0.31; C -0.51; C -1.60; C -0.26; N -0.17; H 0.39; H 0.36; H 0.34; H 0.42; H 0.59; H 1.25; H 0.50; H 0.38; H 0.34; H 0.42; H 0.55; H 0.62; H 0.53; H 0.69; H 0.50; H 0.49; H 0.66; H 0.69; C -1.52; C 0.43; C -0.98; O 0.07; P -1.52; O 1.38; C -0.58; P -0.84; O -0.61; O 0.32; C 1.31; C -1.34; C -1.67; O -0.29; C 1.64; C -1.71; C -0.72; O -0.13; C 3.27; C -1.58; C -1.75; H 0.57; H 0.16; H 0.32; H 0.36; H 0.10; H 0.55; H 0.21; H 0.79; H 0.33; H -0.32; H 0.11; H 0.29; H 0.61; H 0.32; H 0.58; H 0.24; H -0.56; H 0.38; H 0.41; H 0.39; H 0.38; H -0.26; H 0.61; H -1.70; H 0.57; H 0.27; H 0.18; H 0.39; H 0.41; H 0.31; Se -0.46; Sb 1.07; Se -0.35; Se -0.65

The following is a DFT calculation (the ωB97M-V functional and the def2-TZVPD basis) of C33H25BCo2F6O8S as an isolated structure at a distorted geometry.

Values from the calculation:
E_HOMO = -0.216 Ha
frontier orbital gap = 3.913 eV
energy above the lowest of the compared OMol25 structures with the same formula, charge and spin = 486.0 kJ/mol
charge = 0
2S+1 = 1

CARTESIAN COORDINATES (ANGSTROEM)
C: 4.877586 -1.231593 -1.889795
C: 3.876678 -0.198028 -1.431095
C: 3.323888 0.872889 -2.197473
C: 2.900385 1.960990 -1.421453
C: 2.300497 1.510084 0.046196
B: -0.076102 -2.977967 -0.107444
C: -0.819725 -2.932317 -1.454150
C: -1.342472 -4.079350 -2.052029
C: -1.601694 -4.051825 -3.416011
C: -1.977106 -5.359573 -4.086723
F: -2.184340 -5.236019 -5.432816
F: -0.958008 -6.264909 -3.902433
F: -3.111168 -5.913733 -3.548458
C: -1.425452 -2.883279 -4.171271
C: -1.071870 -1.708253 -3.482046
C: -0.789929 -0.420084 -4.209051
F: -0.900792 0.687340 -3.379844
F: 0.512367 -0.438663 -4.658760
F: -1.607873 -0.203966 -5.271035
C: -0.842856 -1.697190 -2.122858
O: 0.282713 -4.139611 0.579940
C: 1.658036 -3.944334 1.048752
C: 1.873423 -2.643371 1.891142
C: 1.024405 -2.420948 3.180864
C: 3.338021 -2.460870 2.240713
C: 1.514130 -1.510013 1.009703
O: 0.572383 -1.755708 0.092731
S: 3.334319 -0.219439 0.193883
H: 5.573649 -0.793298 -2.650624
H: 5.445648 -1.758573 -1.074285
H: 4.277491 -2.020650 -2.399337
H: 3.341236 0.716970 -3.297031
H: 2.834438 3.046494 -1.804703
H: -1.541732 -4.953915 -1.445814
H: -1.555501 -2.866407 -5.256101
H: -0.741339 -0.756921 -1.601176
H: 1.861524 -4.862553 1.592412
H: 2.361478 -3.925594 0.196085
H: 1.418451 -1.502635 3.634923
H: -0.043800 -2.245128 3.018861
H: 1.122311 -3.219859 3.919272
H: 3.465702 -1.446602 2.633129
H: 3.670975 -3.165094 3.002956
H: 3.928002 -2.563072 1.324835
H: 0.484729 1.939943 -0.572768
H: 1.589920 -0.544183 1.507681
O: -2.896089 0.914135 -0.866447
C: -2.234822 1.889906 -0.836817
Co: -1.429741 3.445560 -0.926360
C: 0.050269 3.717918 -1.809776
O: 0.895264 3.965059 -2.544675
C: -2.358245 3.762673 -2.272604
O: -2.993146 3.999408 -3.206728
C: -0.988192 2.620693 2.186406
C: -2.081005 2.294926 3.111796
C: -3.247062 1.629300 2.645033
C: -4.335481 1.367605 3.486516
C: -4.311931 1.732491 4.836515
C: -3.198142 2.437040 5.306518
C: -2.138316 2.775982 4.450148
C: 0.069640 2.483097 1.383679
C: 0.859106 1.571676 0.374122
Co: -0.607955 4.179882 1.370188
C: -1.759870 5.025338 -0.023171
O: -2.291575 6.062899 -0.149487
C: -1.184953 5.290096 2.503806
O: -1.642996 6.131067 3.174374
C: 0.899950 5.023750 1.211867
O: 1.830414 5.692523 1.124444
H: -3.276711 1.333722 1.586833
H: -5.221214 0.892524 3.061814
H: -5.176539 1.533149 5.473325
H: -3.171651 2.766920 6.345596
H: -1.322383 3.405543 4.820179
H: 2.751005 2.034880 0.907811
H: 0.339745 0.601059 0.497600

Forces on atoms 1 to 3 (eV/Å):
-0.6 -0.6 -0.7
-0.5 -0.5 1.8
0.0 1.0 1.4

For each atom in turn, the Mulliken charge in e is: C -1.24; C 0.87; C -0.72; C -0.95; C -0.46; B -0.07; C 0.16; C -1.18; C 0.41; C 0.84; F -0.28; F -0.25; F -0.26; C -1.21; C 0.18; C 0.85; F -0.09; F -0.26; F -0.29; C -0.19; O -0.54; C -0.96; C 2.20; C -1.57; C -1.95; C -1.30; O 0.26; S -0.25; H 0.36; H 0.31; H 0.26; H 0.39; H 0.48; H 0.50; H 0.51; H 0.51; H 0.37; H 0.35; H 0.40; H 0.30; H 0.41; H 0.41; H 0.48; H 0.34; H -1.70; H 0.73; O -0.50; C 0.53; Co 0.76; C 0.24; O -0.37; C -0.25; O -0.33; C 1.22; C -0.06; C -0.37; C -0.69; C -0.40; C -0.65; C -0.32; C -2.19; C 3.00; Co 0.46; C 0.61; O -0.55; C 0.65; O -0.37; C -0.22; O -0.34; H 0.28; H 0.39; H 0.38; H 0.38; H 0.45; H 0.98; H 0.08